## one
The following is a quantum chemistry calculation of one molecule with the formula C9H14N4O4, from OMol25.

The geometry in XYZ format:
```
31
Properties=species:S:1:pos:R:3
O 2.08005 -0.10442 0.55006
O -2.50511 1.25253 -2.80211
O -5.86259 1.23362 0.27444
O 1.35734 -0.21452 -1.57021
N -4.20971 -0.31248 0.39792
N -3.06495 -0.89987 -0.03591
N -1.41388 -0.99772 -1.64567
N -4.18896 1.25792 -1.28014
C 3.90770 1.08595 2.56106
C 1.26802 -0.53169 -0.41224
C -4.84197 0.75465 -0.15655
C -2.50244 -0.42097 -1.10100
C 4.28843 0.63502 1.15629
C -3.03463 0.76207 -1.83055
C 3.13192 0.79284 0.17862
C -0.67735 -2.02931 -0.96491
C 0.21804 -1.47075 0.14680
H -0.06589 -2.54630 -1.70640
H -0.91293 -0.43504 -2.32238
H 3.05407 0.51587 2.91760
H 4.73816 0.93504 3.24578
H 2.73676 1.81431 0.20512
H -1.40096 -2.72172 -0.53027
H 0.71913 -2.27856 0.68061
H 3.64508 2.14132 2.56423
H 3.44014 0.56528 -0.84728
H -4.61568 -0.73899 1.21954
H -4.61818 2.06338 -1.72309
H 5.12761 1.22644 0.78699
H 4.59128 -0.41320 1.17538
H -0.38852 -0.92069 0.86826
```

## Properties
Total charge: 0
Frontier orbital gap (eV): 9.07
SMILES: CCCOC(=O)CCNc1n[nH]c(=O)[nH]c1=O

## two
The following is a quantum chemistry calculation of one molecule with the formula C9H14N4O4, from OMol25.

The geometry in XYZ format:
```
31
Properties=species:S:1:pos:R:3
O 1.33186 -3.05163 1.69583
O 2.19608 -3.23348 -0.42103
O 2.23425 -0.33985 1.48440
O -0.41202 3.48744 1.83089
N -2.36156 0.71189 -3.34466
N 1.70224 2.00429 2.71348
N 0.04397 -0.72472 0.73659
N -1.92094 -0.07752 -1.27733
C -0.09497 2.22901 1.16384
C 1.01995 -0.04745 1.49005
C 0.45638 1.29971 2.20992
C 0.23143 -1.53001 -1.61294
C -2.73232 0.68301 -1.98763
C 0.20404 -1.94408 -0.08266
C -1.35876 -0.28605 -3.44575
C 1.44518 -2.80826 0.36589
C -1.03617 -0.74672 -2.14683
H -0.42257 1.16001 2.92584
H 1.24180 -0.87822 -2.00352
H -3.64248 0.97849 -1.47561
H -0.76802 -0.17159 0.72795
H 2.36842 1.60253 3.51716
H 1.99926 -3.68909 1.90001
H -3.00714 1.14475 -3.98898
H 0.46334 3.50595 2.37281
H -1.16286 -0.63550 -4.42208
H 0.80861 2.29590 0.49020
H -0.96704 1.74868 0.60520
H -0.66795 -2.43567 0.23233
H 2.45041 2.24219 1.95108
H 0.35758 -2.49401 -2.20445
```

## Properties
Total charge: 0
Frontier orbital gap (eV): 9.57
SMILES: N[C@@H](CO)C(=O)N[C@@H](Cc1c[nH]cn1)C(=O)O

Most stable pick: one. Distance to second place: 3.446 eV.

## one
The following is a quantum chemistry calculation of a 2-piece molecular cluster, C2H8S3 overall, from OMol25.

The geometry in XYZ format:
```
13
Properties=species:S:1:pos:R:3
S -1.90614 -1.18985 -0.78037
S -1.68402 0.77192 -1.37810
S 0.97121 1.01943 1.17821
C 2.30354 0.04901 0.47193
C 2.85402 -1.02219 1.47529
H -0.44339 0.79443 -1.92339
H 0.20754 -0.05564 1.56240
H 2.04811 -0.46993 -0.45624
H 3.11415 -0.62095 2.46059
H 3.17676 0.66850 0.29008
H 2.10192 -1.81075 1.63886
H 3.76613 -1.43888 1.05016
H -1.53168 -1.00541 0.55623
```

## Properties
Total charge: +1
Frontier orbital gap (spin up / spin down) (eV): 10.35 / 4.77
2S+1: 2

## two
The following is a quantum chemistry calculation of a 2-piece molecular cluster, C2H8S3 overall, from OMol25.

The geometry in XYZ format:
```
13
Properties=species:S:1:pos:R:3
S 3.10284 1.12505 0.06462
S -5.49019 -2.31917 -1.66005
S -4.07433 -1.54831 -0.43668
C 1.70701 0.10308 -0.50294
C 2.53519 1.77264 1.68387
H 1.63398 -1.03044 -0.67070
H 0.70160 0.31958 -0.19325
H 3.27175 1.80030 2.61859
H 1.49301 0.49457 -1.55461
H 1.59173 1.35661 1.78436
H -4.04917 -2.62066 0.43349
H -4.94066 -2.28271 -2.89138
H 2.51724 2.82947 1.32469
```

## Properties
Total charge: +1
Frontier orbital gap (spin up / spin down) (eV): 7.09 / 2.22
2S+1: 2

Most stable pick: one. Distance to second place: 1.007 eV.

## one
The following is a quantum chemistry calculation of C9H11N3 as an isolated structure, from OMol25.

The geometry in XYZ format:
```
23
Properties=species:S:1:pos:R:3
N -0.55754 -3.84679 0.41686
N -0.46095 -3.12263 -0.71332
N 0.25338 -3.30030 1.21867
C -0.51497 -2.15911 -1.67174
C 0.58680 0.74401 1.11140
C 0.58540 2.17795 0.72587
C 0.88540 -2.24612 0.70514
C 1.64848 0.06671 1.25226
C -2.99324 -0.75519 -2.27541
C 1.86190 -1.40211 1.57788
C 0.42886 -2.11499 -0.60134
C -2.22314 -1.28073 -1.38946
H -0.12015 -2.28678 -2.76587
H 1.56884 -1.85716 2.60751
H -0.40284 0.41624 1.45117
H 0.43431 2.82947 1.65804
H -2.22558 -1.17874 -0.31326
H 2.87318 -1.72159 1.39635
H -3.95918 -0.23800 -2.13841
H 1.53081 2.59824 0.46643
H -0.24995 2.52736 -0.00681
H 2.53984 0.44415 0.87037
H -2.76201 -0.86042 -3.35833
```

## Properties
Total charge: 0
Frontier orbital gap (eV): 10.07

## two
The following is a quantum chemistry calculation of a 2-piece molecular cluster, C9H11N3 overall, from OMol25.

The geometry in XYZ format:
```
23
Properties=species:S:1:pos:R:3
N -1.73600 1.14740 -0.51125
N -0.57677 -3.37189 -0.02504
N -1.74838 -0.12614 -0.25583
C -2.76366 -0.54492 0.59503
C -0.68060 -2.27832 -0.39578
C -2.75627 1.60243 0.26213
C -3.37953 0.66628 0.97031
C 2.25118 1.25941 -1.01289
C 1.31327 -0.47166 0.67525
C 2.63094 -0.95408 0.30156
C 2.34580 0.49657 0.19991
C -0.73149 -0.91583 -0.80978
H 1.68298 0.78328 -1.74512
H 3.39505 -1.24954 0.99444
H -4.29286 0.51009 1.57614
H 3.23024 1.32864 -1.52423
H -0.28506 -0.75394 -1.73218
H 1.93915 2.27201 -0.86940
H 2.72289 -1.29610 -0.68925
H 2.45852 1.11810 1.14980
H -3.06772 -1.44511 0.89942
H 0.96243 -0.46864 1.70525
H -2.91412 2.69194 0.24151
```

## Properties
Total charge: 0
Frontier orbital gap (spin up / spin down) (eV): 8.03 / 7.49

Most stable pick: two. Distance to second place: 2.133 eV.